--- i ---
Computed, not measured: a structure of composition C4H12N2O, with ωB97M-V with the def2-TZVPD basis set.

## Properties
Spin multiplicity: 1
Molecular weight in g/mol: 104.15
Kohn-Sham gap in eV: 9.27

Each line ends with the Mulliken charge.
Positions of all 19 atoms, in Å:
C -2.42 0.44 -0.05  -0.80
O -1.11 0.31 -0.48  -0.60
H -0.01 1.14 0.77  0.23
H -3.17 -0.11 -0.64  0.27
H -2.72 1.49 -0.18  0.24
H -2.71 0.20 0.99  0.30
C 0.15 -1.75 0.63  -1.50
C 0.51 -0.52 -0.16  1.01
N 1.15 -0.77 -1.35  -0.48
N 1.81 1.61 -0.19  -0.65
C 1.02 0.67 0.61  -0.50
H 1.46 0.10 -1.79  0.29
H 0.62 -1.35 -1.99  0.29
H 1.20 2.33 -0.56  0.23
H 2.52 2.07 0.37  0.22
H 1.53 0.36 1.53  0.38
H -0.47 -1.47 1.48  0.32
H -0.41 -2.47 0.01  0.40
H 1.05 -2.26 0.99  0.36


--- ii ---
Computed, not measured: an isolated molecule of C4H12N2O, with ωB97M-V with the def2-TZVPD basis set.

## Properties
Spin multiplicity: 1
Molecular weight in g/mol: 104.15
SMILES: C[C@H](O)CNCN
Kohn-Sham gap in eV: 9.68

Each line ends with the Mulliken charge.
Positions of all 19 atoms, in Å:
C -2.35 -0.11 -1.04  -1.45
C -0.96 -0.79 -0.90  0.41
O -1.03 -2.20 -1.15  -0.58
C -0.29 -0.56 0.46  -0.79
N 1.10 -0.12 0.37  -0.36
C 1.46 0.93 1.33  -0.46
N 2.61 1.70 0.99  -0.61
H -3.13 -0.66 -0.51  0.35
H -2.29 0.80 -0.44  0.39
H -2.65 -0.04 -2.09  0.33
H -0.34 -0.34 -1.68  0.30
H -0.19 -2.50 -1.53  0.31
H -0.28 -1.54 0.94  0.28
H -1.01 -0.03 1.10  0.43
H 1.35 0.21 -0.57  0.27
H 1.55 0.43 2.30  0.29
H 0.54 1.52 1.49  0.34
H 3.39 1.07 0.82  0.28
H 2.52 2.20 0.11  0.26


Most stable to least stable, the ends of the list are ii and i.


--- i ---
Computed, not measured: a cluster of 2 separate species, C4H12N2O in total, with ωB97M-V with the def2-TZVPD basis set.

## Properties
Spin multiplicity: 1
Molecular weight in g/mol: 104.15
SMILES: CC/C(N)=C/N.O
Kohn-Sham gap in eV: 8.41

Each line ends with the Mulliken charge.
Positions of all 19 atoms, in Å:
C -1.46 0.79 -1.65  -0.90
C -0.30 -0.22 -1.68  -0.78
C 0.64 -0.05 -0.56  0.63
N 1.44 1.17 -0.69  -0.71
C 0.80 -0.87 0.53  -0.56
N 1.67 -0.56 1.57  -0.56
H -1.37 1.55 -0.83  0.29
H -2.42 0.23 -1.48  0.28
H -1.39 1.44 -2.56  0.27
H 0.28 -0.01 -2.64  0.28
H -0.58 -1.27 -1.71  0.41
H 1.32 1.55 -1.61  0.29
H 1.09 1.91 -0.10  0.24
H 0.26 -1.82 0.53  0.35
H 2.03 -1.50 1.98  0.24
H 2.43 0.08 1.40  0.25
O -1.76 -0.61 3.07  -0.65
H -0.86 -0.39 2.88  0.33
H -1.83 -1.41 3.55  0.30


--- ii ---
Computed, not measured: an isolated molecule of C4H12N2O, with ωB97M-V with the def2-TZVPD basis set.

## Properties
Spin multiplicity: 1
Molecular weight in g/mol: 104.15
SMILES: CC(C)[C@@H](N)NO
Kohn-Sham gap in eV: 10.14

Each line ends with the Mulliken charge.
Positions of all 19 atoms, in Å:
C 0.50 -0.09 1.71  -1.46
C -0.52 0.25 0.63  0.37
C -1.59 -0.84 0.52  -1.44
C 0.12 0.66 -0.85  -0.07
N 0.81 1.91 -0.78  -0.58
N 0.98 -0.37 -1.40  -0.45
O 0.21 -1.46 -1.94  -0.41
H 0.02 -0.14 2.68  0.42
H 1.30 0.65 1.75  0.33
H 0.95 -1.07 1.52  0.37
H -1.02 1.18 0.92  0.26
H -2.37 -0.55 -0.18  0.36
H -1.15 -1.78 0.19  0.30
H -2.06 -1.01 1.49  0.42
H -0.74 0.78 -1.52  0.41
H 1.49 2.02 -1.52  0.27
H 1.30 2.09 0.08  0.23
H 1.30 -0.71 -0.44  0.36
H 0.46 -1.53 -2.87  0.31


Most stable to least stable, the ends of the list are i and ii.


--- i ---
Computed, not measured: a cluster of 2 separate species, C4H12N2O in total, with ωB97M-V with the def2-TZVPD basis set.

## Properties
Spin multiplicity: 1
Molecular weight in g/mol: 104.15
SMILES: C/C(O)=N\N.CC
Kohn-Sham gap in eV: 9.58

Each line ends with the Mulliken charge.
Positions of all 19 atoms, in Å:
C 1.35 0.81 1.01  -1.13
C 1.32 -0.33 0.05  0.64
O 2.22 -0.24 -0.93  -0.43
N 0.73 -1.53 0.19  -0.52
N 0.16 -1.82 1.42  -0.52
H 1.57 1.73 0.48  0.34
H 0.39 0.90 1.53  0.30
H 2.13 0.62 1.75  0.35
H 2.28 -1.12 -1.34  0.36
H 0.76 -1.58 2.21  0.27
H -0.71 -1.29 1.55  0.24
C -0.92 0.33 -1.43  -0.66
C -2.11 0.69 -0.56  -0.93
H -0.31 1.21 -1.63  0.24
H -1.24 -0.05 -2.41  0.39
H -0.36 -0.65 -0.89  0.23
H -1.78 1.06 0.41  0.20
H -2.74 1.45 -1.02  0.35
H -2.74 -0.19 -0.37  0.27


--- ii ---
Computed, not measured: a cluster of 2 separate species, C4H12N2O in total, with ωB97M-V with the def2-TZVPD basis set.

## Properties
Spin multiplicity: 1
Molecular weight in g/mol: 104.15
Kohn-Sham gap (alpha / beta) in eV: 7.84 / 7.84

Each line ends with the Mulliken charge.
Positions of all 19 atoms, in Å:
C 0.25 0.62 0.50  0.37
C -2.07 -1.33 0.87  -0.66
C 0.91 -0.86 -1.39  -0.72
C -0.12 1.82 -0.34  -1.24
N 0.64 -0.63 0.03  0.04
N 1.85 0.47 0.66  -0.47
O -1.49 -0.56 -0.12  -0.67
H -0.17 0.60 1.50  0.39
H 2.25 0.05 1.49  0.24
H 2.47 1.02 0.07  0.25
H -1.48 -1.34 1.82  0.24
H -3.07 -0.97 1.15  0.21
H -2.18 -2.39 0.58  0.20
H 1.06 0.03 -1.99  0.26
H 0.02 -1.38 -1.75  0.28
H 1.78 -1.51 -1.47  0.33
H -1.16 1.72 -0.62  0.31
H 0.49 1.92 -1.24  0.27
H 0.02 2.73 0.26  0.37


--- iii ---
Computed, not measured: a structure of composition C4H12N2O, with ωB97M-V with the def2-TZVPD basis set.

## Properties
Spin multiplicity: 1
Molecular weight in g/mol: 104.15
Kohn-Sham gap in eV: 9.65

Each line ends with the Mulliken charge.
Positions of all 19 atoms, in Å:
N 0.89 -0.77 -1.00  -0.75
C -0.27 0.03 -0.57  0.55
C -0.38 1.36 -1.35  -1.06
O -0.30 1.04 -2.76  -0.51
C -0.19 0.22 0.93  -0.88
N -0.22 -1.05 1.63  -0.37
C 0.18 -0.92 3.02  -0.93
H 0.75 -0.95 -1.99  0.32
H 1.76 -0.25 -0.93  0.23
H -1.15 -0.59 -0.77  0.26
H -1.35 1.82 -1.16  0.40
H 0.37 2.08 -0.92  0.36
H 0.63 1.20 -2.26  0.42
H -0.99 0.89 1.29  0.35
H 0.76 0.78 1.16  0.32
H 0.40 -1.69 1.14  0.29
H 1.18 -0.49 3.15  0.33
H 0.14 -1.90 3.50  0.34
H -0.54 -0.32 3.57  0.30


--- iv ---
Computed, not measured: an isolated molecule of C4H12N2O, with ωB97M-V with the def2-TZVPD basis set.

## Properties
Spin multiplicity: 1
Molecular weight in g/mol: 104.15
SMILES: CN[C@@H](O)CCN
Kohn-Sham gap in eV: 8.37

Each line ends with the Mulliken charge.
Positions of all 19 atoms, in Å:
C -2.41 -0.24 1.03  -0.82
N -1.79 -0.41 -0.26  -0.39
C -0.01 -0.63 -0.34  -0.12
O 0.27 -1.49 -1.37  -0.52
C 0.11 0.78 -0.60  -0.30
C 1.95 0.78 -0.63  -0.76
N 2.58 0.71 0.66  -0.52
H -2.58 -1.19 1.56  0.28
H -1.79 0.38 1.68  0.26
H -3.38 0.27 0.96  0.29
H -2.33 -0.99 -0.89  0.20
H 0.27 -0.99 0.65  0.35
H 0.17 -2.40 -1.05  0.36
H -0.10 1.44 0.24  0.21
H -0.19 1.11 -1.59  0.29
H 2.37 0.04 -1.31  0.37
H 2.12 1.75 -1.09  0.34
H 2.57 -0.23 1.03  0.24
H 2.15 1.33 1.33  0.25


Most stable to least stable, the ends of the list are iii and ii.


--- i ---
Computed, not measured: a cluster of 2 separate species, C4H12N2O in total, with ωB97M-V with the def2-TZVPD basis set.

## Properties
Spin multiplicity: 1
Molecular weight in g/mol: 104.15
Kohn-Sham gap in eV: 7.10

Each line ends with the Mulliken charge.
Positions of all 19 atoms, in Å:
C 0.99 1.33 1.21  -0.45
C 0.17 1.58 0.07  -0.16
N -0.58 0.85 -0.77  -0.57
N 1.64 2.52 1.82  -0.32
H 1.22 0.45 1.84  0.29
H 0.27 2.65 -0.27  0.09
H -1.20 1.41 -1.37  0.15
H -1.19 -0.48 -1.07  0.49
H 2.64 2.67 1.71  0.30
H 1.43 2.45 2.80  0.37
H 1.13 3.39 1.50  0.35
C -0.70 -2.44 -1.28  -0.27
O -1.63 -1.36 -1.39  -0.65
C -0.07 -2.49 0.12  -0.69
H 0.08 -2.35 -2.06  0.22
H -1.28 -3.36 -1.50  0.25
H 0.65 -3.32 0.27  0.35
H -0.90 -2.58 0.85  0.23
H 0.44 -1.54 0.33  0.02


--- ii ---
Computed, not measured: an isolated molecule of C4H12N2O, with ωB97M-V with the def2-TZVPD basis set.

## Properties
Spin multiplicity: 1
Molecular weight in g/mol: 104.15
SMILES: NCC[C@@H](N)CO
Kohn-Sham gap in eV: 10.23

Each line ends with the Mulliken charge.
Positions of all 19 atoms, in Å:
N 0.25 -2.72 -0.98  -0.58
C 0.43 -1.34 -1.47  -0.37
C -0.46 -0.05 -0.89  -0.92
C -0.01 0.52 0.41  0.30
N 1.22 1.44 0.46  -0.72
C -1.19 1.11 1.30  -0.50
O -0.61 1.60 2.58  -0.55
H -0.33 -3.02 -0.22  0.25
H 1.15 -3.26 -0.64  0.24
H 1.46 -0.89 -1.26  0.22
H 0.33 -1.34 -2.62  0.26
H -0.28 0.77 -1.69  0.30
H -1.56 -0.15 -1.07  0.37
H 0.40 -0.37 1.03  0.10
H 0.90 2.46 0.69  0.28
H 1.43 1.52 -0.56  0.31
H -1.83 0.27 1.57  0.35
H -1.69 1.95 0.79  0.29
H 0.39 1.52 2.57  0.36


Most stable to least stable, the ends of the list are ii and i.


--- i ---
Computed, not measured: an isolated molecule of O2, with ωB97M-V with the def2-TZVPD basis set.

## Properties
Spin multiplicity: 1
Molecular weight in g/mol: 32.00
SMILES: O=O
Kohn-Sham gap in eV: 7.59

Each line ends with the Mulliken charge.
Positions of all 2 atoms, in Å:
O 0.00 0.00 0.80  0.00
O 0.00 0.00 -0.80  0.00


--- ii ---
Computed, not measured: a structure of composition O2, with ωB97M-V with the def2-TZVPD basis set.

## Properties
Spin multiplicity: 1
Molecular weight in g/mol: 32.00
Kohn-Sham gap in eV: 7.50

Each line ends with the Mulliken charge.
Positions of all 2 atoms, in Å:
O 0.34 -0.24 0.74  0.00
O -0.34 0.24 -0.74  0.00


Most stable to least stable, the ends of the list are i and ii.


--- i ---
Computed, not measured: a cluster of 2 separate species, C5H13N3 in total, with ωB97M-V with the def2-TZVPD basis set.

## Properties
Spin multiplicity: 1
Molecular weight in g/mol: 115.18
Kohn-Sham gap in eV: 9.38

Each line ends with the Mulliken charge.
Positions of all 21 atoms, in Å:
C -2.08 -0.29 0.12  -0.46
C -0.58 -0.68 0.22  -0.56
C 0.48 -0.01 0.01  0.72
C 0.47 1.23 -0.72  -0.69
C 1.95 -0.51 0.57  -0.84
H -2.48 -1.91 -0.95  0.20
H -3.83 -1.11 -0.13  0.26
H -2.26 0.55 -0.66  0.30
H -2.61 0.03 1.11  0.31
H -0.39 -1.72 0.48  0.42
H 1.32 1.78 -0.72  0.50
H -0.19 1.25 -1.76  0.16
H -0.01 3.20 0.06  0.20
H -0.65 1.76 1.56  0.26
H 2.45 0.59 0.73  0.25
H 1.97 -0.75 1.85  0.23
H 2.97 -2.21 -0.65  0.23
H 3.53 -0.62 -0.92  0.24
N -2.82 -1.50 -0.16  -0.60
N -0.38 2.19 0.21  -0.58
N 3.14 -1.26 -0.22  -0.56


--- ii ---
Computed, not measured: an isolated molecule of C5H13N3, with ωB97M-V with the def2-TZVPD basis set.

## Properties
Spin multiplicity: 1
Molecular weight in g/mol: 115.18
SMILES: C=C(CC)[C@H](N)NN
Kohn-Sham gap in eV: 8.98

Each line ends with the Mulliken charge.
Positions of all 21 atoms, in Å:
C -0.19 1.99 0.37  -0.99
C 0.01 0.69 0.43  0.39
C 1.75 0.20 0.63  -0.95
C 2.32 -0.12 -0.74  -0.89
C -0.77 -0.46 0.75  0.19
N -0.55 -1.71 0.11  -0.49
N -2.32 0.20 0.15  -0.44
N -2.50 -0.02 -1.23  -0.55
H -1.19 2.40 0.41  0.39
H 0.64 2.68 0.33  0.30
H 2.22 1.07 1.07  0.42
H 1.87 -0.64 1.32  0.34
H 1.78 -0.96 -1.18  0.26
H 3.38 -0.39 -0.70  0.33
H 2.21 0.73 -1.42  0.27
H -0.95 -0.55 1.83  0.24
H 0.40 -1.98 -0.10  0.18
H -0.99 -2.49 0.58  0.20
H -3.00 -0.40 0.63  0.28
H -1.99 0.70 -1.73  0.26
H -2.12 -0.93 -1.52  0.26


Most stable to least stable, the ends of the list are ii and i.


--- i ---
Computed, not measured: a structure of composition C3H4BrNS, with ωB97M-V with the def2-TZVPD basis set.

## Properties
Spin multiplicity: 1
Molecular weight in g/mol: 166.04
Kohn-Sham gap (alpha / beta) in eV: 7.63 / 7.59

Each line ends with the Mulliken charge.
Positions of all 10 atoms, in Å:
C -0.14 2.23 0.32  0.20
C 1.49 -1.22 0.27  -0.72
C -1.00 -0.37 -0.47  -0.35
N -1.06 2.86 0.09  -0.35
S -0.10 -1.13 0.72  0.19
Br -2.89 -0.53 -0.16  -0.11
H 2.18 -1.64 0.97  0.31
H 0.70 1.62 0.58  0.22
H 1.71 -1.40 -0.72  0.28
H -0.89 -0.41 -1.59  0.36


--- ii ---
Computed, not measured: an isolated molecule of C3H4BrNS, with ωB97M-V with the def2-TZVPD basis set.

## Properties
Spin multiplicity: 1
Molecular weight in g/mol: 166.04
SMILES: BrC1=NSCC1
Kohn-Sham gap in eV: 9.32

Each line ends with the Mulliken charge.
Positions of all 10 atoms, in Å:
Br -2.86 -0.84 0.01  -0.12
C -1.29 0.14 0.13  0.41
N -1.19 1.38 -0.02  -0.42
S 0.38 1.99 0.07  -0.01
C 1.16 0.30 0.11  -0.58
C 0.10 -0.74 -0.03  -0.59
H 1.64 0.34 1.01  0.39
H 1.87 0.14 -0.80  0.28
H 0.04 -1.51 0.63  0.40
H 0.14 -1.20 -1.11  0.24


Most stable to least stable, the ends of the list are ii and i.


--- i ---
Computed, not measured: a cluster of 2 separate species, C4H11N4O in total, with ωB97M-V with the def2-TZVPD basis set.

## Properties
Spin multiplicity: 1
Molecular weight in g/mol: 131.16
Total charge: +1
Kohn-Sham gap (alpha / beta) in eV: 8.25 / 8.20

Each line ends with the Mulliken charge.
Positions of all 20 atoms, in Å:
C -0.39 0.30 -0.54  0.42
C -0.56 2.47 0.52  -0.86
C 1.36 -1.45 0.09  -0.97
C -0.22 -1.75 -1.75  -0.96
N -3.44 -0.17 0.67  0.20
N 0.08 1.34 0.03  -0.15
N 0.23 -0.83 -0.77  0.05
N -2.81 0.29 -0.27  -0.02
O -3.19 -0.51 1.81  -0.33
H -0.24 2.66 1.61  0.28
H -0.20 3.36 -0.12  0.33
H -1.57 2.45 0.23  0.37
H 2.36 -1.40 -0.46  0.29
H 1.38 -1.00 1.02  0.45
H 1.01 -2.54 0.26  0.33
H 0.52 -2.20 -2.47  0.31
H -0.63 -2.60 -1.20  0.41
H -1.00 -1.24 -2.27  0.34
H 1.09 1.39 0.14  0.29
H -3.35 0.47 -1.03  0.23


--- ii ---
Computed, not measured: a cluster of 2 separate species, C4H11N4O in total, with ωB97M-V with the def2-TZVPD basis set.

## Properties
Spin multiplicity: 1
Molecular weight in g/mol: 131.16
Total charge: +1
Kohn-Sham gap in eV: 10.72

Each line ends with the Mulliken charge.
Positions of all 20 atoms, in Å:
C -4.01 0.65 -0.25  -0.68
C -2.68 0.68 -0.23  -0.40
C -1.90 -0.57 -0.12  1.10
C 0.57 -1.70 -0.08  0.48
N 1.81 -1.36 -0.12  -0.24
N -0.08 -2.81 -0.07  -0.24
N -0.57 -0.35 -0.04  -0.27
N 2.74 1.09 0.08  -0.92
O -2.39 -1.69 -0.08  -0.74
H -4.60 1.55 -0.33  0.28
H -4.53 -0.29 -0.18  0.28
H -2.13 1.60 -0.29  0.20
H 2.17 -0.33 -0.06  0.37
H 2.50 -2.09 -0.16  0.22
H 0.38 -3.71 -0.06  0.19
H -1.13 -2.72 -0.07  0.32
H -0.13 0.54 -0.20  0.20
H 3.72 1.00 0.30  0.27
H 2.31 1.63 0.82  0.29
H 2.67 1.62 -0.78  0.29


--- iii ---
Computed, not measured: the ion C4H11N4O with charge +1, with ωB97M-V with the def2-TZVPD basis set.

## Properties
Spin multiplicity: 1
Molecular weight in g/mol: 131.16
SMILES: [H]/N=C1/N[N@H+](CCC)NO1
Total charge: +1
Kohn-Sham gap in eV: 11.40

Each line ends with the Mulliken charge.
Positions of all 20 atoms, in Å:
H -5.12 -1.18 0.28  0.29
N -4.17 -1.31 0.09  -0.53
C -3.35 -0.39 0.01  0.43
N -1.96 -0.68 -0.07  -0.51
N -1.26 0.49 -0.47  0.60
C 0.11 0.68 0.15  -0.70
C 1.09 -0.47 -0.22  -0.36
C 2.51 -0.10 0.15  -1.26
N -2.13 1.51 0.06  -0.32
O -3.45 0.98 0.04  -0.25
H -1.79 -1.62 -0.44  0.30
H -1.26 0.48 -1.45  0.35
H 0.09 0.58 1.32  0.26
H 0.36 1.63 -0.06  0.56
H 0.95 -1.52 0.15  0.29
H 0.92 -0.45 -1.24  0.44
H 2.78 1.03 -0.07  0.31
H 2.67 -0.46 1.24  0.33
H 3.17 -0.60 -0.40  0.45
H -2.05 1.66 1.10  0.36


Most stable to least stable, the ends of the list are ii and i.